This record from OMol25 describes a cluster of 3 separate species, C11H27N4O6P in total. The level of theory is ωB97M-V/def2-TZVPD.

Calculated values
Net charge = 0
HOMO = -8.519 eV
2S+1 = 1
Structure (SMILES) = CN(C)P(=O)(N(C)C)N(C)C.C[C@H]1COC(=O)O1.C[N+](=O)[O-]
Gap between HOMO and LUMO = 8.2 eV
LUMO energy = -0.326 eV
Calculated total energy = -39377.194 eV

```
49
C11H27N4O6P | OMol25 | ωB97M-V/def2-TZVPD
C -2.65 1.92 -0.67
N -1.58 2.03 0.30
C -0.44 2.88 0.00
P -1.71 1.19 1.77
O -3.08 0.85 2.14
N -0.64 -0.11 1.54
C -0.56 -0.86 0.29
C -0.57 -0.98 2.72
N -0.90 2.04 2.97
C -1.61 3.27 3.35
C 0.58 2.11 3.03
H -3.25 1.03 -0.49
H -2.30 2.00 -1.70
H -3.39 2.73 -0.53
H 0.48 2.31 0.10
H -0.44 3.81 0.57
H -0.47 3.25 -1.03
H 0.41 -1.29 0.12
H -1.48 -1.45 0.17
H -0.61 -0.10 -0.50
H 0.11 -1.82 2.61
H -0.49 -0.38 3.62
H -1.54 -1.49 2.86
H -1.98 3.18 4.37
H -0.98 4.17 3.30
H -2.44 3.45 2.67
H 0.98 2.10 2.02
H 1.00 1.30 3.61
H 0.88 3.08 3.44
C 1.48 -3.70 -3.27
C 0.50 -2.86 -2.46
C -0.03 -1.71 -3.30
O -1.42 -2.04 -3.45
C -1.74 -3.10 -2.64
O -2.85 -3.47 -2.50
O -0.64 -3.59 -2.00
H 0.95 -4.00 -4.18
H 1.63 -4.70 -2.85
H 2.38 -3.14 -3.51
H 1.01 -2.42 -1.61
H 0.35 -1.71 -4.33
H 0.05 -0.76 -2.78
C 4.40 -0.53 -0.88
N 3.19 -0.24 -0.08
O 3.31 -0.23 1.11
O 2.14 -0.14 -0.69
H 4.10 -1.24 -1.65
H 5.09 -0.99 -0.19
H 4.76 0.35 -1.40
```